Record 1
25
Properties=species:S:1:pos:R:3:forces:R:3 method="wB97M-V/def2-TZVPD" charge=+1 energy_ev=-13084.3445 gap_ev="7.513 / 7.543" lumo_ev="-4.66 / -4.41" homo_energy_ev="-12.17 / -11.96" max_force_ev_per_a=4.02
C 2.317080 3.264812 0.337133 1.55 -1.54 1.88
C 1.296425 2.836544 -0.494592 0.31 -3.74 1.43
C 2.750169 2.163944 1.113057 1.11 3.36 -1.00
C 1.281668 1.471293 -0.219961 -2.26 -0.36 -1.72
C -0.382013 -1.893845 0.795856 -0.11 1.59 -2.49
C 0.017930 -0.751817 -0.989804 0.39 -0.15 3.33
C -1.269426 -1.042717 -0.233926 1.34 -1.04 0.33
C -2.381349 -1.768887 -0.970211 -0.59 -1.60 -0.96
C -1.785645 0.155735 0.424856 -1.31 0.90 3.13
N 0.823298 -1.757744 -0.125651 1.33 1.14 -0.35
O 2.076887 1.051512 0.748081 -0.13 -0.01 -0.44
H 2.691445 4.264674 0.229217 0.39 0.13 0.69
H 0.689677 3.486019 -1.003513 -1.40 0.77 -1.69
H 3.670021 2.094145 1.680833 -0.46 -0.40 0.21
H -0.220116 -1.322811 1.651432 0.35 0.61 1.57
H -0.528309 -2.900703 0.980613 -0.80 -1.89 0.42
H 0.039869 -0.770178 -2.011857 0.79 -0.04 -2.55
H -2.270087 -2.892718 -0.972069 0.07 1.11 0.05
H -2.426200 -1.488857 -2.031771 0.12 0.09 0.22
H -3.403468 -1.568502 -0.580816 0.86 0.00 0.05
H -2.782762 -0.206850 0.881997 1.50 1.32 -0.23
H -1.924362 1.036496 -0.184004 -0.34 -0.06 -0.56
H -1.044799 0.500561 1.218929 -1.17 -0.34 -0.74
H 1.686012 -1.276895 0.310477 -1.46 -1.13 -0.82
H 1.078055 -2.683210 -0.554306 -0.06 1.28 0.23



Record 2
13
Properties=species:S:1:pos:R:3:forces:R:3 method="wB97M-V/def2-TZVPD" energy_ev=-7797.2463 gap_ev=10.473 lumo_ev=0.95 homo_energy_ev=-9.52 max_force_ev_per_a=0.75 smiles="O=CC[C@H]1CN1"
O 1.068422 1.572285 -1.117297 0.67 -0.24 0.24
C 1.551320 0.921855 -0.218424 -0.15 0.21 -0.07
C 1.138487 -0.501768 0.099629 -0.21 -0.05 -0.03
C -0.296613 -0.490302 0.695407 0.42 0.07 0.10
C -1.266862 0.420219 0.036612 -0.05 0.18 -0.05
N -1.324607 -1.020666 -0.207237 -0.09 -0.21 0.00
H 2.276502 1.401542 0.476380 -0.05 -0.12 -0.14
H 1.905386 -0.974571 0.731029 -0.46 0.11 0.04
H 1.053508 -1.083191 -0.822915 0.12 0.19 -0.03
H -0.378126 -0.709045 1.761817 -0.06 0.15 -0.30
H -0.838200 0.989533 -0.784214 -0.52 -0.15 0.08
H -2.060626 0.931564 0.578459 0.17 -0.31 0.13
H -2.088661 -1.459792 0.303705 0.21 0.17 0.02



Record 3
17
Properties=species:S:1:pos:R:3:forces:R:3 method="wB97M-V/def2-TZVPD" charge=+3 spin_multiplicity=2 energy_ev=-20239.7771 gap_ev="5.246 / 2.248" lumo_ev="-13.78 / -16.75" homo_energy_ev="-19.03 / -19.00" s_squared=0.751 max_force_ev_per_a=8.07
O 3.450696 0.598091 0.666546 -2.17 0.00 1.65
C 2.283974 0.638656 0.976640 3.16 1.38 -7.29
O 1.640359 0.434542 1.995862 -0.54 1.78 -0.84
O 1.429716 0.867625 -0.252074 1.69 -0.34 1.15
C 0.175088 0.898195 -0.137187 -1.92 -1.56 0.65
C -0.752554 0.506956 -1.180067 -0.01 1.43 -0.80
Li 5.151394 0.312727 1.347537 1.10 0.08 -0.26
H -0.219436 1.032797 0.882383 -0.09 0.24 -0.39
H -0.300607 0.621214 -2.171246 0.03 -0.16 0.17
H -1.553051 1.270871 -1.100475 -0.19 -0.42 -0.11
Al 1.323239 -0.333293 3.311320 -1.69 -2.99 5.78
C -1.335339 -0.960402 -0.982335 0.95 -1.15 -0.50
C -2.768249 -1.035190 -0.541782 -0.85 2.15 2.36
O -3.077408 -1.444161 0.556190 0.52 -0.25 -1.30
H -0.725969 -1.585586 -0.319428 -0.05 0.19 0.08
H -3.461787 -0.360491 -1.091721 -0.13 -0.82 -0.39
H -1.260065 -1.462544 -1.960156 0.21 0.42 0.04



Record 4
15
Properties=species:S:1:pos:R:3:forces:R:3 method="wB97M-V/def2-TZVPD" charge=+1 energy_ev=-20996.7647 gap_ev=9.785 lumo_ev=-4.31 homo_energy_ev=-14.09 max_force_ev_per_a=4.28
C -2.732091 1.143967 -1.612081 -0.93 2.90 -2.32
C 0.351442 0.112818 0.841901 1.38 -1.24 2.36
C -1.744779 0.667355 -0.920434 -0.88 0.20 0.27
C 2.191168 -1.489197 0.954126 3.60 1.49 -1.76
N 1.543952 -0.199224 0.581592 -1.79 -2.62 2.72
F -0.882795 1.696041 -0.501144 -1.00 -1.12 -0.92
Cl -1.690781 -1.047302 -0.368324 0.36 1.85 -0.68
H -3.579857 0.778342 -2.178076 0.24 -1.11 0.65
H -2.655001 2.256618 -1.887395 0.13 -1.64 0.82
H -0.241106 -0.368700 1.549852 -0.71 -1.23 0.78
H 0.087751 1.031774 0.510282 -0.63 1.99 -0.21
H 2.718697 -1.574400 -0.051777 -1.02 -1.81 0.95
H 3.187811 -1.311846 1.514651 -2.10 0.00 0.03
H 1.535419 -2.283985 1.396017 0.53 1.06 -0.88
H 1.910176 0.587733 0.170815 2.81 1.27 -1.81



Record 5
9
Properties=species:S:1:pos:R:3:forces:R:3 method="wB97M-V/def2-TZVPD" spin_multiplicity=3 energy_ev=-17065.6826 gap_ev="9.036 / 9.418" lumo_ev="0.75 / -1.03" homo_energy_ev="-8.28 / -10.45" s_squared=2.007 max_force_ev_per_a=4.30
C 0.304403 0.667367 0.773518 3.36 -2.60 -0.64
C 0.817183 -0.047673 -0.535444 0.10 -0.95 1.08
O -2.064780 -0.697662 -0.852837 -0.02 -0.13 -1.07
O -0.677348 1.330913 0.873309 0.73 1.86 0.43
S -2.049859 -0.470283 0.594362 -2.29 -1.68 0.90
H 0.958684 0.226003 1.669616 -1.26 1.34 -1.02
H 1.948280 -0.053128 -0.615414 -1.43 0.20 0.08
H 0.283601 0.175844 -1.442378 0.12 1.02 -0.37
H 0.479833 -1.131379 -0.464736 0.69 0.95 0.59



Record 6
8
Properties=species:S:1:pos:R:3:forces:R:3 method="wB97M-V/def2-TZVPD" energy_ev=-27867.7688 gap_ev="6.081 / 6.080" lumo_ev="-3.17 / -3.17" homo_energy_ev="-9.26 / -9.25" max_force_ev_per_a=4.46 smiles="O=S(=O)=CC=S"
O -2.500647 0.529266 -2.316317 1.53 -1.11 -0.41
S -1.036404 0.422596 -2.324322 -2.09 1.85 3.21
O -0.302668 1.382822 -3.090033 0.56 -0.55 -0.57
C -0.438378 0.202509 -0.682209 -2.34 -1.94 -1.07
C 0.836878 0.550050 -0.294317 1.19 3.16 -2.92
S 1.725552 1.791320 -1.031307 -0.48 -1.59 1.05
H -1.027550 -0.524914 -0.019716 0.70 1.01 -1.52
H 1.152673 0.126025 0.583595 0.93 -0.83 2.23



Record 7
15
Properties=species:S:1:pos:R:3:forces:R:3 method="wB97M-V/def2-TZVPD" energy_ev=-26043.4224 gap_ev="8.991 / 7.977" lumo_ev="0.24 / 0.05" homo_energy_ev="-8.76 / -7.93" max_force_ev_per_a=4.76
C -0.666527 0.015708 1.320101 2.05 1.21 3.18
C 1.194814 0.368587 -0.527762 -3.13 1.04 0.85
C -1.180130 0.532771 -2.053120 2.93 2.52 -2.79
O 1.279715 1.776946 1.616004 0.11 0.63 0.08
O 1.055080 -0.903836 -0.260535 2.29 -0.96 -1.61
Si 0.450014 -1.555954 1.121677 -0.62 1.86 -0.28
S 0.277041 1.472618 0.551050 0.38 -1.66 1.34
H -1.540407 -0.011884 0.754659 -1.80 -0.64 -0.63
H -0.832754 0.344453 2.433790 0.03 -0.35 -2.28
H 2.025825 0.853948 -0.923171 1.62 0.09 -0.97
H -0.463766 0.951544 -2.841052 -1.06 -0.81 0.98
H -1.874431 1.293824 -1.821665 -1.04 -0.14 0.94
H -0.941994 -0.446199 -1.818045 -0.53 -1.65 0.84
H 1.555848 -2.135169 1.903386 -0.23 0.39 0.48
H -0.338329 -2.557357 0.544684 -0.98 -1.52 -0.13



Record 8
81
Properties=species:S:1:pos:R:3:forces:R:3 method="wB97M-V/def2-TZVPD" charge=+1 energy_ev=-299973.7872 gap_ev=9.052 lumo_ev=-2.58 homo_energy_ev=-11.63 max_force_ev_per_a=2.03
C -0.065152 -0.031007 -3.437243 -0.13 0.08 0.08
C -0.145739 -1.407530 -4.035391 0.11 0.14 -0.02
O 0.550494 -1.764099 -4.933950 0.06 -0.14 -0.38
O -1.093715 -2.256858 -3.540998 0.05 -0.22 0.29
C -1.152482 -2.381010 -2.123257 -0.29 -0.06 -0.01
C 0.112952 -3.010510 -1.554280 0.02 -0.17 0.49
C 0.194206 -2.858823 -0.014397 0.17 0.00 -0.64
C 1.635953 -2.637985 0.480027 -0.90 0.14 0.53
N 1.814132 -1.242589 1.033443 0.77 0.45 0.19
P 1.084760 -1.299008 2.809294 -1.52 -1.35 -0.03
O 2.364160 -1.655419 3.677147 0.19 0.64 0.01
O 0.772310 0.245956 3.120106 0.52 0.17 -0.55
P 3.601240 -0.770300 0.872812 0.40 -0.31 0.04
O 3.809811 0.132589 2.188006 -0.17 -0.09 -0.07
O 3.271413 0.362562 -0.220016 -0.02 0.19 0.00
H -1.047578 0.447165 -3.452498 0.19 -0.07 0.02
H 0.640155 0.544852 -4.032236 0.01 -0.01 0.18
H 0.257803 -0.090131 -2.395390 0.12 0.13 -0.05
H -1.371182 -1.416545 -1.649420 0.08 0.02 -0.07
H -2.004429 -3.033610 -1.921667 0.00 0.12 -0.07
H 0.115387 -4.077318 -1.787804 0.12 0.11 -0.21
H 1.011555 -2.584804 -2.009863 -0.13 0.13 -0.12
H -0.213389 -3.749266 0.462932 -0.06 0.12 0.06
H -0.439314 -2.017362 0.284964 0.03 -0.06 0.16
H 2.371165 -2.796957 -0.305812 0.05 -0.12 0.08
H 1.814893 -3.300365 1.330816 0.39 -0.09 -0.24
H 1.252779 -0.569279 0.505251 0.08 -0.03 -0.09
H 2.692884 -0.928224 4.236329 0.06 -0.20 -0.02
H -0.033033 0.503932 2.637016 -0.05 0.22 0.41
H 4.322436 -0.385212 2.836755 0.25 0.29 0.03
H 4.080252 0.796567 -0.536487 -0.17 0.01 -0.14
C 1.446840 -1.050231 7.632537 0.03 -0.11 0.03
Cl 1.516668 -2.812650 7.656497 0.03 0.05 -0.02
Cl 0.723105 -0.436313 6.125596 -0.03 0.07 0.12
H 0.838597 -0.707500 8.460963 -0.06 -0.02 -0.03
H 2.456268 -0.663417 7.714734 -0.23 -0.05 -0.18
C -0.792459 3.180448 4.513498 0.03 0.05 0.09
Cl -2.158828 2.542649 3.569612 0.16 -0.14 -0.03
Cl -0.541443 4.899656 4.230257 0.01 -0.02 0.00
H -1.007960 3.026094 5.563918 -0.06 0.02 0.00
H 0.106646 2.647789 4.227203 -0.01 -0.01 -0.04
C 5.514459 0.896208 5.380525 0.01 0.19 0.02
Cl 6.324601 2.004530 4.278438 -0.03 -0.02 0.02
Cl 5.593445 -0.788468 4.808153 -0.17 -0.02 -0.06
H 5.996833 0.941323 6.349125 0.08 -0.11 0.02
H 4.472236 1.184828 5.458054 -0.04 -0.02 -0.02
C -4.294624 1.553231 -4.443633 -0.10 0.04 -0.05
Cl -3.519597 0.094833 -3.797785 -0.21 -0.06 0.02
Cl -3.319178 2.292791 -5.712394 0.08 0.07 0.06
H -5.254046 1.270034 -4.862365 0.04 -0.07 -0.05
H -4.419216 2.265932 -3.637903 0.05 -0.01 0.02
C 5.377264 -2.010082 9.423072 0.07 -0.12 0.02
Cl 4.145868 -0.735542 9.456034 0.19 0.09 0.18
Cl 6.574322 -1.742467 8.151791 -0.02 0.01 0.03
H 5.884769 -2.018855 10.379580 0.00 0.07 0.01
H 4.880291 -2.954645 9.238055 -0.03 0.02 -0.05
C 3.426986 3.000302 8.588110 0.04 0.11 0.08
Cl 2.099807 2.173583 7.741511 0.11 0.03 -0.03
Cl 3.451903 4.725712 8.241240 0.01 -0.03 -0.01
H 3.291061 2.857855 9.653339 -0.06 0.00 0.00
H 4.362218 2.563473 8.259554 -0.01 -0.02 -0.03
C -4.600310 -0.985273 -7.619724 0.07 -0.04 0.01
Cl -5.494813 -1.848001 -6.364791 0.00 -0.01 0.00
Cl -5.351820 0.567604 -8.011834 -0.03 0.01 -0.04
H -3.595533 -0.794399 -7.260169 -0.02 0.04 0.05
H -4.580527 -1.593927 -8.515133 -0.06 0.00 -0.01
C 8.538003 1.464611 0.801974 0.17 0.01 -0.02
Cl 6.802128 1.274797 0.459553 -0.12 -0.03 0.07
Cl 9.351905 2.404818 -0.439890 -0.01 -0.01 0.02
H 8.634575 1.975556 1.751998 -0.06 0.03 0.00
H 8.981450 0.477665 0.845533 -0.04 -0.03 -0.05
C -8.445398 1.656419 -9.829471 0.05 -0.06 -0.03
Cl -9.355950 0.797907 -8.582027 0.00 0.01 0.00
Cl -9.165882 3.223093 -10.228086 0.01 0.00 -0.01
H -7.440130 1.825332 -9.466381 -0.01 0.03 0.03
H -8.429551 1.043531 -10.723755 -0.06 0.00 -0.01
C -11.838036 0.784750 -11.471177 -0.06 0.00 0.04
Cl -11.182567 -0.846023 -11.685455 0.05 0.03 0.02
Cl -12.588600 1.398802 -12.947569 0.00 0.02 0.01
H -12.587856 0.750130 -10.690509 -0.03 -0.04 -0.02
H -11.032651 1.452096 -11.194589 0.03 0.01 -0.04



Across the entries above, relative energy (zero: lowest compared OMol25 entry of this formula, charge and spin) takes the values 613.9, 231.4, 89.3, 320.9, 85.2, 370.2, 513.2, 0.0 kJ/mol, respectively.